(1)
Computed, not measured: C59H49NO2P4RuS5Te as an isolated structure in a non-equilibrium geometry, with wB97M-V/def2-TZVPD.

XYZ file:
```
122
C59H49NO2P4RuS5Te, DFT wB97M-V/def2-TZVPD
Ru -0.29 0.01 0.47
O -0.94 2.08 0.06
P -0.18 3.36 -0.18
C 1.59 3.00 -0.22
P 2.01 1.66 -1.36
O 1.20 0.43 -1.04
C 3.75 1.34 -1.11
C 4.12 0.06 -0.69
C 5.46 -0.24 -0.49
C 6.43 0.73 -0.71
C 6.06 2.01 -1.13
C 4.72 2.31 -1.33
C 1.74 2.19 -3.05
C 1.20 1.26 -3.93
C 0.99 1.62 -5.26
C 1.32 2.89 -5.69
C 1.86 3.82 -4.81
C 2.07 3.47 -3.49
C -0.45 4.59 1.08
C -1.60 5.38 1.02
C -1.87 6.29 2.02
C -1.01 6.42 3.10
C 0.13 5.62 3.18
C 0.41 4.71 2.18
C -0.59 4.09 -1.76
C -1.16 3.28 -2.74
C -1.50 3.82 -3.97
C -1.29 5.17 -4.22
C -0.72 5.98 -3.24
C -0.37 5.44 -2.02
H 1.85 2.57 0.76
H 2.19 3.89 -0.38
H 3.36 -0.69 -0.51
H 5.75 -1.23 -0.18
H 7.47 0.50 -0.56
H 6.81 2.76 -1.31
H 4.45 3.30 -1.67
H 0.93 0.27 -3.58
H 0.57 0.90 -5.95
H 1.14 3.17 -6.72
H 2.11 4.82 -5.15
H 2.49 4.20 -2.81
H -2.28 5.29 0.18
H -2.76 6.90 1.96
H -1.22 7.13 3.88
H 0.80 5.71 4.02
H 1.29 4.08 2.27
H -1.31 2.24 -2.53
H -1.93 3.19 -4.74
H -1.57 5.60 -5.17
H -0.55 7.03 -3.44
H 0.07 6.08 -1.25
Te -2.13 -2.95 -2.14
C -2.19 -5.00 -1.69
C -1.77 -5.93 -2.63
C -1.85 -7.28 -2.31
N -2.29 -7.74 -1.14
C -2.69 -6.83 -0.25
C -2.66 -5.47 -0.47
C -1.79 -2.35 -0.14
P -0.08 -2.26 0.39
C 1.03 -3.21 -0.68
C 1.09 -4.60 -0.60
C 1.92 -5.30 -1.46
C 2.71 -4.62 -2.38
C 2.66 -3.23 -2.45
C 1.82 -2.53 -1.60
C 0.18 -3.13 1.97
C -0.65 -4.14 2.42
C -0.30 -4.90 3.53
C 0.92 -4.69 4.15
C 1.78 -3.70 3.68
C 1.40 -2.90 2.61
P -2.40 -0.78 0.32
C -3.83 -0.32 -0.67
C -3.72 0.51 -1.77
C -4.81 0.71 -2.61
C -6.01 0.06 -2.34
C -6.12 -0.77 -1.23
C -5.04 -0.96 -0.39
C -3.03 -0.76 2.02
C -3.35 -1.94 2.68
C -3.84 -1.91 3.98
C -4.02 -0.69 4.61
C -3.73 0.50 3.95
C -3.23 0.47 2.66
H -1.38 -5.63 -3.59
H -1.53 -8.02 -3.03
H -3.05 -7.23 0.69
H -3.01 -4.78 0.30
H 0.49 -5.13 0.12
H 1.95 -6.38 -1.40
H 3.36 -5.17 -3.04
H 3.28 -2.71 -3.16
H 1.77 -1.45 -1.65
H -1.58 -4.34 1.90
H -0.96 -5.68 3.88
H 1.21 -5.30 5.00
H 2.74 -3.55 4.15
H 2.07 -2.12 2.26
H -2.78 1.01 -1.98
H -4.73 1.36 -3.47
H -6.85 0.19 -3.00
H -7.05 -1.27 -1.02
H -5.13 -1.60 0.48
H -3.22 -2.89 2.17
H -4.07 -2.83 4.50
H -4.40 -0.66 5.63
H -3.88 1.45 4.44
H -2.97 1.39 2.15
C 4.97 0.49 3.34
S 3.33 0.85 2.66
C 2.27 0.12 3.86
C 0.94 0.13 3.70
S 0.11 1.05 2.46
S 0.01 -0.66 4.95
C 1.33 -1.16 5.94
S 1.21 -2.04 7.31
S 2.87 -0.65 5.30
H 5.67 0.92 2.62
H 5.15 -0.58 3.41
H 5.12 0.97 4.30
```

Its spin multiplicity is 2. Its expectation value of S² is 0.762. The calculated total energy is -168767.712 eV. The HOMO-LUMO gap (alpha / beta) comes out at 5.977 / 5.897 eV. Its net charge is +1. The value obtained for the HOMO energy (alpha / beta) is -9.18 / -9.12 eV.

(2)
Computed, not measured: C59H50N11O4RbS2 as an isolated structure, with wB97M-V/def2-TZVPD.

XYZ file:
```
127
C59H50N11O4RbS2, DFT wB97M-V/def2-TZVPD
Rb -0.01 -0.30 -0.10
N 2.71 1.54 3.83
C 2.86 0.82 2.64
S 2.47 -0.86 2.69
N 3.33 1.51 1.65
N 3.24 0.99 0.38
C 4.34 0.73 -0.22
C 5.68 0.69 0.44
C 5.87 -0.03 1.61
C 7.13 -0.06 2.21
C 8.19 0.63 1.64
C 8.00 1.35 0.47
C 6.75 1.37 -0.13
C 4.31 0.42 -1.67
C 5.08 -0.63 -2.16
C 5.05 -0.92 -3.51
C 4.28 -0.13 -4.35
C 3.57 0.92 -3.77
N 3.57 1.19 -2.47
H 2.71 0.96 4.65
H 3.28 2.37 3.87
H 5.04 -0.57 2.05
H 7.27 -0.63 3.12
H 9.17 0.61 2.11
H 8.82 1.89 0.03
H 6.60 1.93 -1.04
H 5.68 -1.22 -1.48
H 5.62 -1.75 -3.91
H 4.21 -0.31 -5.41
H 2.97 1.58 -4.40
C -1.13 2.19 2.87
C -2.36 1.80 3.64
C -3.14 2.76 4.26
C -4.30 2.41 4.95
C -4.65 1.07 5.00
C -3.90 0.08 4.39
C -4.37 -1.35 4.41
C -2.71 0.43 3.70
N -1.96 -0.45 2.97
C -1.55 -1.61 3.43
O -1.46 -2.02 4.61
C -1.01 -2.55 2.35
C -0.20 -3.63 2.70
C 0.21 -4.49 1.70
C -0.20 -4.27 0.39
C -1.00 -3.17 0.13
N -1.40 -2.34 1.10
C -1.62 -3.00 -1.28
O -1.13 -3.69 -2.21
N -2.67 -2.21 -1.23
C -3.72 -2.11 -2.12
C -3.64 -1.84 -3.50
C -2.32 -1.61 -4.15
C -4.81 -1.72 -4.25
C -6.06 -1.85 -3.67
C -6.14 -2.09 -2.30
C -5.00 -2.22 -1.53
C -5.10 -2.47 -0.05
H -0.88 3.24 3.05
H -1.30 2.06 1.80
H -0.28 1.57 3.14
H -2.84 3.80 4.20
H -4.91 3.17 5.43
H -5.56 0.78 5.52
H -5.32 -1.43 4.94
H -3.63 -2.00 4.87
H -4.51 -1.71 3.38
H 0.07 -3.75 3.74
H 0.83 -5.35 1.94
H 0.08 -4.92 -0.43
H -1.91 -0.65 -3.84
H -2.41 -1.60 -5.24
H -1.61 -2.38 -3.85
H -4.73 -1.52 -5.31
H -6.96 -1.75 -4.27
H -7.11 -2.19 -1.82
H -6.11 -2.29 0.31
H -4.39 -1.83 0.49
H -4.82 -3.49 0.20
O 4.43 -6.18 1.73
C 4.69 -5.97 0.42
O 5.44 -6.72 -0.16
C 3.98 -4.83 -0.23
C 3.35 -3.82 0.49
C 2.68 -2.81 -0.16
C 2.60 -2.80 -1.54
C 3.27 -3.79 -2.28
C 3.95 -4.79 -1.62
N 1.91 -1.73 -2.13
C 1.33 -1.87 -3.24
C 0.75 -0.69 -3.92
C 0.59 -0.71 -5.30
C 0.14 0.43 -5.94
C -0.15 1.55 -5.17
C 0.00 1.46 -3.79
N 0.44 0.37 -3.17
H 3.79 -5.53 2.05
H 3.40 -3.75 1.58
H 2.22 -2.02 0.42
H 3.26 -3.76 -3.36
H 4.47 -5.56 -2.17
H 1.25 -2.83 -3.77
H 0.82 -1.61 -5.86
H 0.02 0.45 -7.01
H -0.50 2.47 -5.62
H -0.24 2.30 -3.15
S -1.95 6.93 0.80
C -1.46 5.32 0.21
C -0.16 4.91 0.42
C 0.24 3.67 -0.07
N -0.59 2.86 -0.72
C -1.84 3.26 -0.91
C -2.33 4.48 -0.49
C -3.53 6.57 1.54
C -4.70 6.68 0.80
C -5.91 6.43 1.44
N -6.01 6.10 2.72
C -4.88 5.99 3.41
C -3.62 6.22 2.87
H 0.54 5.53 0.97
H 1.25 3.31 0.09
H -2.49 2.56 -1.43
H -3.35 4.76 -0.68
H -4.68 6.97 -0.24
H -6.84 6.50 0.88
H -4.98 5.70 4.45
H -2.73 6.10 3.48
```

The calculated total energy is -108905.689 eV. The HOMO-LUMO gap comes out at 5.246 eV. Its net charge is -2. The value obtained for the HOMO energy is -2.07 eV.

(3)
Computed, not measured: C59H51N8O4RbS2 as an isolated structure, with wB97M-V/def2-TZVPD.

XYZ file:
```
125
C59H51N8O4RbS2, DFT wB97M-V/def2-TZVPD
Rb 0.23 0.20 0.22
N -2.43 1.43 -3.97
C -2.40 2.74 -3.57
C -2.95 3.91 -4.09
C -2.72 5.07 -3.38
C -1.97 5.08 -2.19
C -1.42 3.92 -1.68
C -1.63 2.74 -2.39
N -1.21 1.45 -2.10
C -1.70 0.71 -3.05
C -1.55 -0.74 -3.13
C -2.12 -1.57 -4.05
S -1.70 -3.19 -3.72
C -0.79 -2.65 -2.37
N -0.79 -1.38 -2.18
H -2.90 1.06 -4.78
H -3.54 3.91 -5.00
H -3.13 6.01 -3.75
H -1.82 6.01 -1.67
H -0.86 3.90 -0.76
H -2.76 -1.31 -4.88
H -0.25 -3.34 -1.73
C 7.51 0.80 -0.35
C 6.64 -0.38 0.04
C 7.45 -1.62 0.39
O 5.76 -0.65 -1.02
C 4.38 -0.64 -0.56
C 4.48 0.18 0.74
O 5.84 -0.07 1.15
C 3.62 -0.05 2.06
O 2.28 -0.09 1.85
C 4.05 -1.39 2.70
C 3.55 -2.55 2.08
C 3.82 -3.81 2.58
C 4.58 -3.96 3.74
C 5.04 -2.82 4.39
C 4.77 -1.56 3.88
C 3.99 1.19 2.94
C 2.97 2.12 3.16
C 3.18 3.29 3.86
C 4.44 3.59 4.37
C 5.48 2.69 4.15
C 5.26 1.51 3.43
C 3.49 -0.05 -1.71
O 2.22 0.01 -1.31
C 3.58 -0.98 -2.98
C 4.71 -1.63 -3.50
C 4.62 -2.44 -4.62
C 3.40 -2.63 -5.27
C 2.27 -2.00 -4.76
C 2.37 -1.20 -3.63
C 4.05 1.35 -2.11
C 3.43 2.46 -1.55
C 3.86 3.75 -1.82
C 4.93 3.96 -2.68
C 5.55 2.86 -3.26
C 5.12 1.57 -2.98
H 8.09 0.57 -1.24
H 8.20 1.05 0.47
H 6.87 1.66 -0.56
H 8.07 -1.92 -0.46
H 6.76 -2.44 0.64
H 8.09 -1.43 1.25
H 4.07 -1.67 -0.38
H 4.39 1.24 0.48
H 2.89 -2.43 1.23
H 3.42 -4.68 2.08
H 4.79 -4.94 4.14
H 5.60 -2.91 5.31
H 5.12 -0.69 4.43
H 2.00 1.87 2.75
H 2.36 3.99 4.00
H 4.62 4.50 4.91
H 6.47 2.90 4.53
H 6.09 0.85 3.25
H 5.66 -1.51 -3.01
H 5.51 -2.93 -5.00
H 3.34 -3.26 -6.14
H 1.31 -2.14 -5.24
H 1.51 -0.71 -3.18
H 2.58 2.27 -0.91
H 3.36 4.59 -1.36
H 5.27 4.96 -2.90
H 6.38 3.00 -3.95
H 5.62 0.73 -3.44
N -9.51 4.59 4.52
C -8.56 4.13 4.06
C -7.38 3.56 3.48
C -6.50 4.36 2.75
C -5.36 3.80 2.20
C -5.08 2.45 2.36
C -5.96 1.66 3.10
C -7.10 2.20 3.66
C -3.85 1.86 1.76
C -2.64 2.46 2.15
C -2.45 3.30 3.29
C -1.12 3.68 3.27
C -0.57 3.06 2.12
N -1.45 2.33 1.45
C -4.05 0.80 0.88
C -5.31 0.40 0.30
C -5.05 -0.67 -0.50
C -3.64 -0.91 -0.36
N -3.05 -0.05 0.42
H -6.72 5.41 2.61
H -4.66 4.41 1.64
H -5.74 0.60 3.22
H -7.78 1.59 4.24
H -3.19 3.56 4.02
H -0.60 4.30 3.99
H 0.44 3.17 1.75
H -6.27 0.89 0.44
H -5.74 -1.24 -1.10
H -3.08 -1.73 -0.81
C 0.28 0.23 4.37
N 0.30 -0.91 3.47
C -0.82 -1.46 3.03
N -2.00 -0.90 3.44
S -0.85 -2.83 2.03
H 1.30 0.43 4.68
H -0.33 0.01 5.25
H -0.11 1.14 3.89
H 1.16 -0.93 2.88
H -1.98 0.10 3.60
H -2.77 -1.20 2.87
```

The calculated total energy is -104450.686 eV. The HOMO-LUMO gap comes out at 5.719 eV. Its net charge is -2. The value obtained for the HOMO energy is -2.49 eV.